{
  "formula": "C17H38BBrFN3O9PS3",
  "method": "wB97M-V/def2-TZVPD",
  "species": ["C", "C", "F", "C", "C", "C", "C", "C", "O", "O", "C", "O", "C", "N", "C", "Br", "B", "N", "O", "C", "P", "O", "N", "O", "H", "H", "H", "H", "H", "H", "H", "H", "H", "H", "H", "H", "H", "H", "H", "H", "H", "H", "H", "H", "C", "S", "O", "C", "H", "H", "H", "H", "H", "H", "C", "S", "O", "C", "H", "H", "H", "H", "H", "H", "C", "S", "O", "C", "H", "H", "H", "H", "H", "H"],
  "positions_angstrom": [[-1.0734, 5.6333, 0.0717], [-0.9538, 4.2269, -0.5692], [-2.0041, 4.1012, -1.4687], [-0.8020, 3.0399, 0.4183], [0.6425, 3.2887, 0.9880], [0.7214, 3.3574, 2.5439], [2.1720, 3.2283, 3.1223], [3.2773, 3.5098, 2.1136], [3.9879, 2.6280, 1.7678], [3.4891, 4.7577, 1.6139], [-0.9951, 1.6363, -0.3015], [0.0437, 0.6806, -0.1998], [0.2078, 0.2673, 1.0197], [0.4065, -0.0228, 2.0917], [-2.5295, 1.1803, -0.2781], [-3.4992, 1.4482, -1.9922], [-2.9089, -0.3670, -0.0016], [-2.0076, -1.4877, -0.3231], [-4.1322, -0.7413, 0.5073], [-3.0821, 2.3115, 0.6772], [-4.4352, 1.9644, 1.9309], [-5.6857, 1.5690, 1.2535], [-1.8841, 2.8532, 1.4453], [-2.2848, 3.9215, 2.2211], [-0.4689, 5.7333, 0.9868], [-0.7097, 6.3752, -0.6560], [-2.1397, 5.8400, 0.2514], [-0.0277, 4.2265, -1.1729], [1.3334, 2.4784, 0.6810], [1.0970, 4.2084, 0.5980], [0.3603, 4.3665, 2.8326], [0.0567, 2.6493, 3.0734], [2.2639, 2.2596, 3.6267], [2.2642, 3.9964, 3.9160], [3.8913, 4.5968, 0.7430], [-0.9111, 1.9521, -1.3606], [-1.4926, -1.8079, 0.4948], [-1.3939, -1.2563, -1.1046], [-3.9895, -1.5966, 0.9436], [-3.5898, 3.0268, 0.0024], [-4.0332, 0.9840, 2.8956], [-4.7461, 3.1339, 2.6848], [-1.5811, 2.0303, 1.9937], [-2.0176, 3.7363, 3.1404], [4.6654, -1.9351, 5.6402], [3.1779, -1.0948, 5.0740], [2.1883, -1.1454, 6.1827], [2.7022, -2.3484, 3.8724], [5.1128, -1.3392, 6.4338], [4.4085, -2.9219, 6.0259], [5.3698, -2.0241, 4.8126], [2.5711, -3.3089, 4.3718], [3.4710, -2.4243, 3.1024], [1.7617, -2.0430, 3.4169], [-2.3535, -3.7183, -4.1624], [-1.1040, -2.4573, -3.8943], [-1.7670, -1.3125, -3.1902], [-0.9291, -1.9962, -5.6202], [-2.6432, -4.1244, -3.1942], [-3.2245, -3.2782, -4.6488], [-1.9334, -4.5127, -4.7807], [-1.8911, -1.6665, -6.0137], [-0.5600, -2.8535, -6.1843], [-0.2099, -1.1810, -5.6856], [1.9762, -7.4223, -5.1056], [1.0042, -6.0627, -4.4412], [0.6015, -5.2002, -5.5903], [2.3711, -5.2408, -3.6080], [1.3191, -8.0515, -5.7034], [2.7777, -7.0321, -5.7333], [2.3898, -8.0075, -4.2840], [3.1487, -4.9905, -4.3304], [2.7711, -5.8962, -2.8338], [1.9916, -4.3282, -3.1503]],
  "forces_ev_per_angstrom": [[-0.062, -0.275, -0.245], [-0.064, 1.048, 0.016], [0.090, -0.322, 0.342], [1.577, -0.356, -0.345], [0.199, -1.234, 1.274], [-0.011, 1.315, 0.014], [-0.839, 1.401, 0.565], [0.000, -0.320, 0.578], [0.849, -1.483, -0.795], [-1.469, 0.040, 0.132], [-1.010, 1.779, -3.914], [-0.091, -0.290, 0.967], [-0.276, 0.842, -3.121], [0.316, -0.861, 3.128], [-0.027, 0.897, 1.423], [0.568, -0.330, 0.273], [-0.016, -1.866, -0.216], [0.051, 1.509, 0.422], [1.089, 1.109, 0.942], [-1.054, -0.673, 0.435], [-2.621, -0.865, -0.298], [0.365, 0.134, -0.228], [-0.482, -0.706, -1.322], [0.246, 0.354, 0.504], [-0.413, -0.005, -0.294], [-0.171, -0.308, 0.254], [0.467, -0.038, 0.209], [-0.395, -0.424, 0.216], [-0.556, 0.279, -0.138], [-0.459, -0.229, 0.042], [0.043, -0.473, -0.140], [0.511, -0.049, -0.331], [0.565, 0.149, -0.632], [-0.063, -0.377, -0.284], [0.430, 0.214, 0.385], [0.279, -0.422, 0.430], [-0.011, -0.318, -0.299], [0.088, -0.414, 0.098], [-0.487, -0.135, -0.570], [0.759, 0.448, 0.724], [0.714, 0.527, -0.291], [1.049, -0.140, -0.123], [0.107, 0.498, 0.422], [0.105, 0.151, -0.190], [0.075, -0.078, 0.032], [0.019, -0.001, -0.024], [0.028, -0.023, -0.094], [-0.036, -0.139, -0.067], [-0.074, 0.044, -0.030], [-0.077, 0.036, -0.006], [-0.027, 0.041, -0.009], [0.024, 0.050, 0.069], [0.010, 0.042, 0.026], [0.029, 0.090, 0.065], [-0.137, -0.089, 0.043], [0.089, -0.285, -0.247], [0.059, 0.188, -0.028], [0.020, 0.077, -0.135], [0.053, 0.075, 0.019], [0.048, 0.080, 0.022], [0.117, 0.071, 0.007], [-0.027, -0.004, 0.105], [0.038, -0.051, 0.129], [-0.005, -0.025, 0.079], [0.067, -0.034, -0.092], [0.014, -0.057, 0.055], [0.018, 0.060, 0.090], [0.112, 0.084, -0.002], [-0.051, 0.065, 0.040], [-0.043, 0.066, 0.014], [-0.048, 0.028, 0.023], [-0.054, -0.030, -0.045], [-0.048, -0.021, -0.016], [-0.084, -0.044, -0.043]],
  "lowdin_charge": [0.004, -0.292, -0.021, -0.216, -0.084, -0.158, -0.058, -0.546, 0.136, 0.104, -0.190, 0.079, -0.335, 0.252, -0.494, 0.962, -0.719, 0.169, 0.126, -0.310, 0.746, -0.395, -0.081, 0.056, 0.085, 0.101, 0.097, 0.167, 0.132, 0.118, 0.113, 0.100, 0.121, 0.135, 0.135, 0.151, 0.082, 0.038, 0.126, 0.107, 0.044, 0.038, 0.181, 0.153, -0.269, 0.776, -0.556, -0.278, 0.051, 0.060, 0.054, 0.060, 0.054, 0.016, -0.251, 0.820, -0.598, -0.253, 0.054, 0.063, 0.044, 0.062, 0.046, 0.052, -0.264, 0.800, -0.565, -0.267, 0.054, 0.061, 0.056, 0.061, 0.055, 0.040],
  "total_charge": 1,
  "e_tot_ha": -5746.236489
}

=====

{
  "formula": "C28H35N5O3ReS2",
  "method": "wB97M-V/def2-TZVPD",
  "species": ["Re", "C", "C", "N", "C", "C", "N", "C", "C", "N", "C", "C", "N", "C", "C", "C", "C", "C", "C", "C", "N", "H", "H", "H", "H", "H", "H", "H", "H", "H", "H", "H", "H", "H", "H", "H", "H", "H", "H", "H", "H", "H", "H", "H", "C", "C", "C", "C", "C", "C", "C", "S", "O", "O", "O", "H", "H", "H", "H", "H", "H", "H", "S", "C", "C", "C", "C", "C", "C", "H", "H", "H", "H", "H"],
  "positions_angstrom": [[0.1916, -0.7742, 0.6593], [3.4674, -1.0950, -2.2701], [2.1803, -1.0771, -1.5202], [2.0662, -0.9010, -0.2469], [3.2389, -0.6925, 0.6227], [2.8417, 0.3268, 1.6442], [1.5658, -0.1163, 2.2654], [0.9755, 0.9920, 3.0547], [-0.2751, 0.4525, 3.6987], [-0.8505, -0.6051, 2.8280], [-2.3237, -0.5722, 2.6911], [-2.6771, 0.0279, 1.3705], [-1.8946, -0.6775, 0.3509], [-2.3964, -0.9637, -0.7987], [-3.8331, -0.8568, -1.1722], [-1.3926, -1.3059, -1.8008], [-1.6359, -1.5028, -3.1436], [-0.5731, -1.5790, -4.0282], [0.7103, -1.4418, -3.5393], [0.9042, -1.2688, -2.1804], [-0.1337, -1.2259, -1.3124], [4.2955, -1.4400, -1.6586], [3.6863, -0.0807, -2.6193], [3.4002, -1.7415, -3.1419], [4.1072, -0.3565, 0.0647], [3.4739, -1.6526, 1.0903], [2.6456, 1.2886, 1.1712], [3.6289, 0.4604, 2.3871], [1.7629, -0.9126, 2.8716], [0.7442, 1.7928, 2.3638], [1.6906, 1.3667, 3.7879], [-0.9976, 1.2524, 3.8487], [-0.0631, 0.0268, 4.6806], [-0.5838, -1.5208, 3.1788], [-2.7854, -0.0022, 3.4978], [-2.6992, -1.5934, 2.7583], [-2.3845, 1.0801, 1.3107], [-3.7455, -0.0252, 1.1852], [-4.0154, 0.1461, -1.5720], [-4.4975, -1.0223, -0.3299], [-4.0859, -1.5816, -1.9423], [-2.6518, -1.5580, -3.5061], [-0.7473, -1.7110, -5.0868], [1.5563, -1.4464, -4.2110], [-0.3129, 7.9405, 0.1491], [-0.2566, 6.4584, -0.1046], [0.3538, 5.9527, -1.2455], [0.4295, 4.5874, -1.4767], [-0.1210, 3.7126, -0.5493], [-0.7450, 4.1945, 0.6014], [-0.8052, 5.5574, 0.8125], [-0.0790, 2.0208, -0.9366], [-1.3669, 1.6254, -1.4585], [1.0678, 1.7407, -1.7654], [0.1185, 1.3160, 0.4438], [-0.0403, 8.5068, -0.7392], [0.3767, 8.2180, 0.9486], [-1.3116, 8.2470, 0.4604], [0.7787, 6.6372, -1.9691], [0.9112, 4.2058, -2.3669], [-1.1842, 3.5126, 1.3193], [-1.2920, 5.9381, 1.7029], [0.1517, -2.8760, 1.5080], [0.1571, -4.3455, 0.5411], [0.5260, -4.4139, -0.8026], [0.4919, -5.6274, -1.4702], [0.0926, -6.7795, -0.8052], [-0.2604, -6.7187, 0.5351], [-0.2253, -5.5094, 1.2103], [0.8605, -3.5300, -1.3191], [0.7834, -5.6795, -2.5115], [0.0675, -7.7257, -1.3292], [-0.5620, -7.6165, 1.0576], [-0.4950, -5.4623, 2.2581]],
  "forces_ev_per_angstrom": [[-0.994, 0.416, 2.130], [-0.045, 0.047, -0.024], [0.333, -0.108, 0.169], [0.037, 0.205, -0.234], [-0.110, -0.285, -0.185], [0.027, 0.190, 0.127], [0.540, 0.232, -0.595], [0.104, -0.080, 0.128], [-0.172, -0.011, 0.279], [0.256, 0.420, -1.114], [-0.191, -0.244, 0.471], [0.080, 0.059, -0.196], [0.103, 0.245, -0.537], [-0.187, -0.146, 0.046], [0.029, 0.098, -0.030], [0.270, 0.015, 0.169], [-0.122, -0.065, -0.135], [-0.043, -0.028, -0.023], [0.093, -0.027, -0.077], [-0.336, 0.082, 0.116], [0.077, 0.258, -0.563], [0.004, -0.032, -0.029], [-0.015, -0.022, 0.008], [0.005, -0.001, 0.016], [-0.017, 0.037, -0.049], [0.021, -0.014, 0.008], [-0.012, -0.012, -0.045], [-0.085, -0.020, 0.107], [0.027, -0.021, 0.025], [0.034, 0.018, -0.063], [0.045, -0.116, 0.052], [-0.043, -0.026, -0.065], [-0.051, -0.046, 0.004], [-0.114, -0.001, 0.209], [0.097, -0.046, 0.087], [0.047, -0.019, -0.057], [0.065, -0.018, -0.020], [-0.014, -0.044, -0.033], [0.002, -0.024, 0.006], [0.004, -0.012, 0.010], [0.019, 0.003, 0.003], [0.014, 0.009, 0.009], [-0.006, -0.002, 0.007], [0.004, -0.008, 0.026], [-0.023, -0.082, 0.018], [-0.007, 0.102, 0.039], [0.028, -0.029, -0.068], [-0.005, 0.029, 0.076], [0.165, 0.388, 0.138], [0.026, -0.103, -0.154], [-0.026, 0.063, 0.055], [-0.014, -0.769, 0.494], [-0.067, -0.123, -0.028], [0.030, -0.073, -0.029], [-0.192, 0.707, -0.733], [-0.005, -0.017, 0.002], [-0.001, -0.014, -0.004], [0.003, -0.010, -0.005], [-0.003, -0.018, 0.010], [0.001, -0.011, 0.027], [0.013, -0.014, -0.024], [0.018, -0.007, -0.017], [0.302, -0.745, 0.126], [-0.020, -0.193, -0.164], [0.016, 0.021, 0.115], [-0.015, -0.028, 0.023], [0.016, -0.030, -0.054], [0.011, 0.029, 0.018], [-0.034, 0.015, 0.010], [0.008, 0.013, -0.020], [0.002, 0.015, 0.015], [-0.003, 0.019, 0.007], [0.004, 0.011, 0.009], [-0.010, -0.003, -0.021]],
  "lowdin_spin": [0.594, 0.002, 0.017, -0.010, -0.002, -0.001, -0.002, -0.001, -0.001, -0.008, 0.000, -0.002, -0.013, 0.014, 0.002, -0.006, 0.011, -0.005, 0.010, -0.004, 0.000, 0.000, 0.001, 0.000, 0.000, 0.000, 0.000, 0.000, 0.003, 0.000, 0.000, 0.000, 0.000, 0.001, 0.000, 0.001, -0.001, 0.000, 0.001, 0.000, 0.000, 0.001, 0.000, 0.001, 0.000, 0.000, 0.000, 0.000, 0.000, 0.000, 0.000, 0.001, 0.003, 0.002, 0.038, 0.000, 0.000, 0.000, 0.000, 0.000, 0.000, 0.000, 0.244, 0.022, 0.026, -0.002, 0.035, -0.004, 0.031, 0.001, -0.001, 0.002, -0.001, 0.000],
  "relative_energy_kj_mol": 0.0,
  "spin_multiplicity": 2,
  "total_charge": 2,
  "e_tot_ha": -2461.724601
}

=====

{
  "formula": "C5H9NS",
  "method": "wB97M-V/def2-TZVPD",
  "species": ["C", "C", "C", "C", "C", "N", "S", "H", "H", "H", "H", "H", "H", "H", "H", "H"],
  "positions_angstrom": [[1.9105, -0.4594, -0.5886], [0.8410, -0.6937, 0.4714], [0.0630, 0.6390, 0.7411], [-1.0479, 0.9004, -0.2378], [-2.1606, -0.1297, -0.1989], [-1.9868, -1.4067, -0.0795], [-0.3716, -2.0189, 0.1367], [2.5756, 0.3412, -0.2668], [1.3731, -0.1530, -1.5642], [2.4578, -1.3866, -0.7771], [1.3039, -0.9435, 1.4441], [0.7635, 1.4892, 0.7753], [-0.3083, 0.7245, 1.7483], [-1.5364, 1.8628, -0.0776], [-0.7207, 1.0291, -1.3110], [-3.1562, 0.2054, -0.2153]],
  "forces_ev_per_angstrom": [[-1.459, -0.226, -1.445], [-0.681, 1.638, 1.022], [1.004, 0.184, -0.011], [-1.089, 0.463, -1.387], [2.144, -1.831, 0.294], [0.978, 1.711, 0.227], [-0.491, -0.409, -0.324], [0.094, -0.075, -0.056], [1.038, -0.412, 1.376], [0.104, 0.237, -0.103], [-0.091, -0.209, -0.514], [0.119, -0.308, -0.620], [-0.570, -0.685, 0.490], [0.160, 0.125, 0.410], [0.079, -0.547, 0.920], [-1.338, 0.345, -0.281]],
  "lowdin_charge": [-0.131, -0.650, -0.235, -0.209, -0.247, -0.287, 0.875, 0.073, 0.103, 0.068, 0.097, 0.115, 0.107, 0.104, 0.131, 0.085],
  "relative_energy_kj_mol": 80.1,
  "smiles": "C[C@H]1CCC=NS1",
  "total_charge": 0,
  "e_tot_ha": -648.822654
}

=====

Question: Number 2 is which compound?
Answer: C28H35N5O3ReS2

=====

Question: What is the formula in the second record?
Answer: C28H35N5O3ReS2